*w*
The following is a DFT calculation (ωB97M-V with the def2-TZVPD basis set) of an isolated ion of composition C4H11N2S and charge -1.

```
18
Properties=species:S:1:pos:R:3:mulliken_charge:R:1
H -0.76337 1.86774 -0.62124 0.327
H 1.82652 -2.07778 -1.76754 0.325
H -1.18273 -1.61799 0.01421 0.185
H 1.40049 -2.19478 -0.05396 0.326
H 1.00784 1.90978 -0.37242 0.420
N 0.87620 -0.42849 -0.97403 -0.366
C 0.04954 1.59903 0.04777 -0.929
C 1.06839 -1.85441 -1.03241 -0.950
N -0.17612 2.35560 1.28750 -0.680
H -1.89900 -0.11791 -0.51176 0.216
S -2.07472 -0.39728 1.92222 -0.628
H 0.46414 -0.05080 -1.81815 0.242
H -0.86463 1.86180 1.81135 0.261
C 0.11190 0.05828 0.16990 0.227
C -1.31237 -0.56616 0.29779 -0.776
H 0.65651 2.32109 1.86222 0.268
H 0.19370 -2.43478 -1.35779 0.300
H 0.61769 -0.23292 1.09634 0.231
```

Its charge is -1. Its spin multiplicity is 1. As for the gap between HOMO and LUMO: 6.28 eV. The SMILES is CN[C@@H](CN)C[S-].


*x*
The following is a DFT calculation (ωB97M-V with the def2-TZVPD basis set) of an isolated ion of composition C4H11N2S and charge -1.

```
18
Properties=species:S:1:pos:R:3:mulliken_charge:R:1
H -0.68866 1.51501 0.92082 0.322
H 0.36533 -0.62026 -2.24351 0.302
N -0.96116 0.94234 -1.35677 -0.474
C -0.03019 0.42656 -2.34917 -0.896
N -1.04739 -1.20344 0.82231 -0.756
H 0.40921 0.20738 2.83000 0.232
H -1.69570 0.25536 -1.30920 0.339
C -0.30620 0.99345 0.00848 -0.767
H 0.74366 1.12988 -2.43593 0.313
H 1.61422 0.66776 1.54194 0.189
S 2.02137 -1.66970 1.94963 -0.639
H -0.52413 0.30306 -3.36175 0.312
H 0.62621 -1.00737 -0.15326 0.308
H 0.56795 1.54397 -0.25609 0.305
H -0.70992 -2.13355 1.28189 0.321
C 0.14225 -0.36527 0.59645 0.006
C 0.97848 -0.17569 1.84533 -0.700
H -1.50533 -0.80949 1.66883 0.282
```

Its charge is -1. Its spin multiplicity is 1. As for the gap between HOMO and LUMO: 6.32 eV. The SMILES is CNC[C@H](N)C[S-].


*y*
The following is a DFT calculation (ωB97M-V with the def2-TZVPD basis set) of an isolated ion of composition C4H11N2S and charge -1.

```
18
Properties=species:S:1:pos:R:3:mulliken_charge:R:1
C 0.40877 1.05223 -0.00546 -0.689
H 0.94183 0.71523 -0.91562 0.177
S -0.13045 2.76625 0.08680 -0.624
C 0.77188 -1.82896 -0.20051 -0.330
H 0.14795 -2.20417 -1.04634 0.257
H 1.47961 -1.19277 -0.69089 0.311
H -1.08662 -0.11895 -1.91346 0.294
N 1.42762 -3.04178 0.33361 -0.656
H 0.94748 -3.81065 -0.13662 0.292
H -2.26983 -0.89603 -0.92748 0.444
C -0.74356 0.10011 0.25782 0.296
H -1.39091 0.33604 1.12146 0.265
H -2.11429 0.92687 -1.03940 0.420
N -0.18954 -1.26208 0.70215 -0.600
C -1.63802 -0.02793 -0.95800 -1.575
H 2.42699 -3.15593 -0.00882 0.242
H 0.35233 -0.96812 1.55155 0.269
H 1.12109 0.99609 0.84589 0.207
```

Its charge is -1. Its spin multiplicity is 1. As for the gap between HOMO and LUMO: 5.84 eV. The SMILES is C[C@H](C[S-])NCN.


Of them, *x* has the lowest stability.


*w*
The following is a DFT calculation (ωB97M-V with the def2-TZVPD basis set) of an isolated ion of composition C4H11N2S and charge -1.

```
18
Properties=species:S:1:pos:R:3:mulliken_charge:R:1
C -0.92479 0.93135 -0.49163 -0.401
H 1.91938 0.22134 -0.33069 0.225
H 3.19370 -0.95027 1.84737 0.213
H 0.17046 -1.94471 1.05682 0.451
H 0.20446 -1.79875 -0.58990 0.276
N 2.73264 -1.20139 0.98891 -0.544
C -2.19644 1.27421 -1.17824 -0.808
H 2.37378 -2.16397 0.99696 0.222
S -2.06162 2.67765 -2.43969 -0.728
N -0.97229 -0.34358 0.32455 -0.382
H -0.20555 0.82188 -1.33140 0.239
H -3.03511 1.57090 -0.57016 0.260
H 1.25136 0.33234 1.29859 0.173
H -1.25335 -0.02492 1.23518 0.274
C 0.19842 -1.13970 0.30515 -0.814
C 1.61308 -0.37882 0.55098 -0.184
H -2.51622 0.39870 -1.76577 0.219
H -0.49188 1.71775 0.09297 0.307
```

Its charge is -1. Its spin multiplicity is 1. As for the gap between HOMO and LUMO: 5.61 eV. The SMILES is NCCNCC[S-].


*x*
The following is a DFT calculation (ωB97M-V with the def2-TZVPD basis set) of an isolated ion of composition C4H11N2S and charge -1.

```
18
Properties=species:S:1:pos:R:3:mulliken_charge:R:1
H 2.46614 1.84780 0.91167 0.449
H -0.92564 0.60582 -1.50994 0.160
H 2.09788 -1.67352 -1.13408 0.326
H 0.60567 2.07704 2.04545 0.153
C -1.19012 -0.42973 -1.09770 -0.756
H -0.03963 -0.92735 0.50300 0.355
N 0.50618 1.21545 1.49292 -0.484
H -1.62224 -0.96434 -1.92193 0.343
C 1.53136 -0.81022 -0.93018 -0.726
C 0.05408 -1.14800 -0.54116 -0.486
N 2.29229 -0.03910 0.16437 -0.600
H -0.16242 -2.23123 -0.61511 0.406
S -2.42518 -0.12493 0.12499 -0.657
C 1.65714 1.27650 0.56791 -0.427
H 1.66811 -0.14978 -1.76285 0.401
H -0.49750 0.71848 1.13984 -0.003
H 1.21193 1.76914 -0.25268 0.238
H 2.09650 -0.63889 1.00251 0.306
```

Its charge is -1. Its spin multiplicity is 1. As for the gap between HOMO and LUMO: 6.66 eV. The SMILES is NCNCCC[S-].


Of them, *x* has the lowest stability.


*w*
The following is a DFT calculation (ωB97M-V with the def2-TZVPD basis set) of C2H4P2 as an isolated structure.

```
8
Properties=species:S:1:pos:R:3:mulliken_charge:R:1
H -0.59968 1.83842 -0.30295 0.389
P -0.93889 -0.65275 0.26938 -0.098
P 1.70657 0.23091 -0.02682 0.000
C -0.25208 1.05560 0.33363 -0.767
C 0.72972 -1.15249 -0.27175 -0.294
H 1.06697 -2.11883 -0.21620 0.410
H -1.76428 -0.60117 -1.07382 0.043
H 0.05168 1.40031 1.28854 0.317
```

Its charge is 0. Its spin multiplicity is 1. As for the gap between HOMO and LUMO: 8.23 eV.


*x*
The following is a DFT calculation (ωB97M-V with the def2-TZVPD basis set) of a 2-piece molecular cluster, C2H4P2 overall.

```
8
Properties=species:S:1:pos:R:3:mulliken_charge:R:1
P -2.54939 1.01761 -0.43528 0.041
H -0.18186 -0.90415 -0.59516 0.305
H 2.25399 0.17084 0.97534 0.211
H -3.96744 -1.04139 0.30382 0.038
P -2.62876 -0.85838 0.27962 -0.062
C 0.36388 -0.04238 -0.08991 -0.274
H 1.44470 1.67984 0.62183 0.215
C 1.34742 0.57980 0.44444 -0.474
```

Its charge is 0. Its spin multiplicity is 1. As for the gap between HOMO and LUMO (spin up / spin down): 7.31 / 7.40 eV.


*y*
The following is a DFT calculation (ωB97M-V with the def2-TZVPD basis set) of one molecule with the formula C2H4P2.

```
8
Properties=species:S:1:pos:R:3:mulliken_charge:R:1
H 1.77611 -0.44168 0.53887 0.323
H -1.72961 -0.61542 -1.34127 0.380
P -0.36808 1.30572 -0.46660 0.023
P -0.80728 -0.15036 1.04666 -0.028
C 1.00923 0.29541 0.75655 -0.736
C -0.85026 -0.44020 -0.75688 -0.556
H -0.13009 -1.05860 -1.25839 0.277
H 1.09999 1.10513 1.48107 0.317
```

Its charge is 0. Its spin multiplicity is 1. As for the gap between HOMO and LUMO: 9.55 eV. The SMILES is C1P2#P1C2.


Of them, *x* has the lowest stability.


*w*
The following is a DFT calculation (ωB97M-V with the def2-TZVPD basis set) of a 3-piece molecular cluster, CHI3O overall.

```
6
Properties=species:S:1:pos:R:3:mulliken_charge:R:1
H 2.24936 0.95116 0.72634 0.075
I -3.33421 1.74110 -0.16124 -0.012
I 0.78523 1.45390 0.97878 -0.056
I -3.39680 -0.65598 0.98417 0.017
C 1.93350 -1.22347 -1.06862 0.115
O 1.76292 -2.26672 -1.45943 -0.138
```

Its charge is 0. Its spin multiplicity is 1. As for the gap between HOMO and LUMO: 7.71 eV.


*x*
The following is a DFT calculation (ωB97M-V with the def2-TZVPD basis set) of a 2-piece molecular cluster, CHI3O overall.

```
6
Properties=species:S:1:pos:R:3:mulliken_charge:R:1
I -0.38143 -1.83422 -3.60663 -0.007
O 1.86195 1.45925 1.76395 -0.334
C 1.05490 0.57361 1.74374 -0.047
I -2.80641 -0.80127 -3.22987 0.007
I -1.08996 1.07950 1.79578 0.006
H 1.36095 -0.47686 1.53302 0.376
```

Its charge is 0. Its spin multiplicity is 1. As for the gap between HOMO and LUMO: 7.72 eV. The SMILES is O=CI.II.


Of them, *x* has the lowest stability.


*w*
The following is a DFT calculation (ωB97M-V with the def2-TZVPD basis set) of an isolated ion of composition C6H13N and charge +1.

```
20
Properties=species:S:1:pos:R:3:mulliken_charge:R:1
H -2.01217 1.08186 2.46520 0.378
H -0.11714 -2.05866 2.12643 0.277
C 0.81071 -0.37986 -0.49300 -0.722
C -1.12860 -0.39579 1.18322 0.725
C -1.80965 0.93132 1.41774 -1.224
H -2.65683 1.03352 0.76323 0.335
H 1.17828 0.17865 0.37993 0.503
H -1.42096 -0.14244 -0.91156 0.521
H 1.43935 -1.29889 -0.34529 0.419
C -0.73315 -1.17068 2.18868 -1.026
H 0.05400 0.73958 -2.26178 0.338
C -0.70320 -0.66768 -0.28884 -0.897
H 2.92958 0.67014 -2.54691 0.324
H 1.11253 -0.49883 -2.64457 0.303
C 0.97242 0.26909 -1.84601 -0.358
H -0.71151 -1.74251 -0.42726 0.346
N 2.20466 1.02664 -1.93211 -0.106
H -1.06628 1.69571 1.12353 0.270
H 2.46691 1.68380 -1.20384 0.302
H -0.80896 -0.95497 3.25318 0.292
```

Its charge is +1. Its spin multiplicity is 2. As for the gap between HOMO and LUMO (spin up / spin down): 9.62 / 4.07 eV. As for the expectation value of S²: 0.7567.


*x*
The following is a DFT calculation (ωB97M-V with the def2-TZVPD basis set) of an isolated ion of composition C6H13N and charge +1.

```
20
Properties=species:S:1:pos:R:3:mulliken_charge:R:1
H 1.55385 1.73449 -1.97949 0.211
C -0.67714 0.79318 -1.86699 -1.315
H 2.23605 -0.38675 -0.34516 0.455
C -0.95014 -0.29390 1.45469 -0.341
H -1.47067 -1.37907 -0.37577 0.476
C 0.11984 -0.04532 -0.80196 0.386
H -1.39689 -0.62290 3.53967 0.338
C -0.99877 -1.26386 2.65786 -1.182
H -0.03889 1.40930 -2.64765 0.362
H -0.14153 0.39385 1.45083 0.372
C -0.59956 -1.07364 0.03719 -0.796
N 1.77529 1.53475 -1.03235 -0.324
H -0.00368 -1.58856 3.06907 0.333
H -1.06511 1.51914 -1.20772 0.416
C 1.45501 0.24360 -0.70508 -0.159
H -1.93382 0.13752 1.30903 0.329
H 2.72296 1.84970 -0.71967 0.313
H -1.74111 -2.11476 2.58524 0.326
H -1.26641 0.09564 -2.38481 0.402
H 0.02278 -1.95122 0.27860 0.400
```

Its charge is +1. Its spin multiplicity is 2. As for the gap between HOMO and LUMO (spin up / spin down): 10.15 / 8.16 eV. As for the expectation value of S²: 0.7555.


Of them, *w* has the lowest stability.


*w*
The following is a DFT calculation (ωB97M-V with the def2-TZVPD basis set) of a 2-piece molecular cluster, CH2Cl2N2 overall.

```
7
Properties=species:S:1:pos:R:3:mulliken_charge:R:1
H 1.67570 -0.91845 -0.61484 0.267
C -0.16449 -0.22625 -0.28361 0.453
Cl -2.39184 0.96980 -1.08822 0.112
N -1.14666 -0.13425 -0.96221 -0.116
H 1.23236 -0.55785 1.03172 0.287
Cl -0.15757 1.62072 1.84189 -0.673
N 0.95250 -0.75371 0.07525 -0.330
```

Its charge is 0. Its spin multiplicity is 1. As for the gap between HOMO and LUMO: 7.29 eV.


*x*
The following is a DFT calculation (ωB97M-V with the def2-TZVPD basis set) of one molecule with the formula CH2Cl2N2.

```
7
Properties=species:S:1:pos:R:3:mulliken_charge:R:1
H 0.73205 -0.07146 -0.71826 0.309
Cl 2.95949 -2.58772 1.01512 -0.105
N 0.28497 0.10351 0.17610 -0.537
C 1.18648 -0.67553 1.05921 0.535
Cl 1.04721 -0.40168 2.73797 -0.118
H 0.44420 1.06595 0.46580 0.245
N 1.88898 -1.41333 0.33646 -0.328
```

Its charge is 0. Its spin multiplicity is 1. As for the gap between HOMO and LUMO: 10.72 eV. The SMILES is N/C(Cl)=N/Cl.


Of them, *w* has the lowest stability.